# 1
C6H24F2N12O6Y | ωB97M-V/def2-TZVPD

Cartesian coordinates (Å):
Y: -0.14502 -0.87287 0.11334
F: -1.26636 -2.39121 1.37439
F: 0.64258 -2.76592 -0.85760
C: -0.24955 1.99293 -1.92189
O: -0.21031 1.09777 -1.07250
N: -0.59309 3.24856 -1.56021
N: 0.04772 1.82472 -3.23681
H: -0.97195 3.38782 -0.64332
H: -0.65616 4.01195 -2.20828
H: 0.66112 1.12338 -3.60078
H: 0.05356 2.66733 -3.78850
C: 3.21709 0.09003 -0.77202
O: 2.11240 -0.16376 -0.30055
N: 3.44072 0.18103 -2.12978
N: 4.31209 0.32084 0.00308
H: 2.76226 -0.09753 -2.80196
H: 4.40719 0.41513 -2.26900
H: 5.17051 0.08221 -0.46371
H: 4.26787 0.39643 0.99789
C: -3.33271 0.61048 0.76727
O: -2.20509 0.20201 0.48478
N: -3.51727 1.27340 1.95267
N: -4.44219 0.41148 0.02361
H: -2.61535 1.40673 2.38324
H: -4.45693 1.27686 2.29082
H: -5.33070 0.49327 0.47709
H: -4.27226 -0.26945 -0.70136
C: -2.13377 -1.50432 -2.79149
O: -1.74385 -1.31924 -1.63358
N: -1.36140 -1.20351 -3.84967
N: -3.38516 -1.94918 -3.08155
H: -0.37946 -1.08091 -3.70086
H: -1.73967 -1.11451 -4.77384
H: -3.99470 -1.89759 -2.28506
H: -3.67195 -2.38010 -3.93677
C: 0.77637 1.78755 2.27640
O: 0.28812 0.89285 1.60053
N: 0.20694 3.01850 2.45582
N: 1.90276 1.58227 2.99808
H: 0.53944 3.53167 3.25069
H: -0.54889 3.35831 1.89829
H: 2.39977 2.22693 3.58265
H: 2.31683 0.66466 2.91989
C: 1.62807 -2.63955 2.63706
O: 1.46545 -1.54748 2.06551
N: 0.74387 -3.64780 2.46376
N: 2.63582 -2.87650 3.49345
H: 1.07812 -4.58873 2.51013
H: -0.10047 -3.32077 1.97389
H: 2.88043 -3.76319 3.88872
H: 3.36712 -2.18300 3.49807

Summary:
HOMO energy (eV): -11.02
LUMO level (eV): -2.208
Kohn-Sham gap (hartree): 0.3237
Energy above the lowest of the compared OMol25 structures with the same formula, charge and spin (eV): 0.669
E_tot (Ha): -1589.9018
Net charge: +1

These are the Löwdin partial charges, in e, on atoms 1 to 6:
1. Y 1.581
2. F -0.517
3. F -0.587
4. C -0.585
5. O -0.080
6. N 0.192

***

# 2
C2H4BrFO | ωB97M-V/def2-TZVPD

Cartesian coordinates (Å):
C: -1.56385 -0.48733 0.21644
C: 2.58411 0.36328 0.07106
O: -2.03929 0.30063 -0.72833
F: 2.76770 1.62039 -0.23822
Br: 0.93005 -0.41480 -0.17415
H: -1.51331 -1.51484 0.15074
H: -1.88266 -0.10405 1.12135
H: 2.68412 0.17516 1.20655
H: -1.96687 0.06154 -1.62543

Summary:
HOMO energy (spin up / spin down) (eV): -8.44 / -7.31
LUMO level (spin up / spin down) (eV): 0.564 / -0.163
Kohn-Sham gap (spin up / spin down) (hartree): 0.3308 / 0.2628
Energy above the lowest of the compared OMol25 structures with the same formula, charge and spin (eV): 5.318
E_tot (Ha): -2827.5374

These are the Löwdin partial charges, in e, on atoms 1 to 6:
1. C -0.314
2. C -0.655
3. O -0.045
4. F -0.057
5. Br 0.883
6. H 0.024

***

# 3
C19H17N3O2S2 | ωB97M-V/def2-TZVPD

Cartesian coordinates (Å):
O: -3.05811 -3.41597 -0.29242
N: 4.74357 2.39980 0.04239
N: 2.71371 -0.67547 0.58624
O: 5.01119 0.70767 1.60108
S: 0.82988 -2.57682 1.14275
C: 4.20387 1.28979 0.52406
C: 5.92381 2.47085 0.72011
C: 6.08654 1.50645 1.68358
C: -0.70259 -1.38116 -0.64910
C: -0.71083 -2.46477 0.28675
C: 1.52125 -1.16427 0.34901
C: 3.03771 0.54245 0.09410
C: -2.13051 2.82065 -3.12256
C: -1.95571 3.09525 -1.70048
C: -1.11167 2.16651 -3.81188
C: -0.83107 2.36666 -1.14389
C: -0.08541 1.45081 -3.16893
C: 2.23125 1.15467 -0.91157
C: 0.56791 -0.57091 -0.45700
C: -0.03971 1.42712 -1.80721
C: 0.96735 0.60342 -1.10313
N: -1.81386 -1.03688 -1.48120
S: -2.00984 -3.63550 0.70942
C: -3.13876 -1.46958 1.98774
C: -2.15577 -3.41953 3.46621
C: -2.89769 -2.97171 2.15240
H: 6.72667 3.14191 0.53972
H: 6.83328 1.56743 2.48179
H: -2.96885 3.19739 -3.67509
H: -2.56892 3.86630 -1.11559
H: -1.32958 2.05861 -4.87725
H: -0.69708 2.52307 -0.06461
H: 0.56531 0.81279 -3.75101
H: 2.33056 2.15376 -1.30354
H: -1.90825 -0.11542 -1.92552
H: -2.68516 -1.52221 -1.30984
H: -3.59525 -0.88707 2.89592
H: -3.78874 -1.26589 1.11933
H: -2.22341 -0.86144 1.91096
H: -2.46317 -2.60791 4.19876
H: -1.09659 -3.45208 3.23160
H: -2.42458 -4.45216 3.78549
H: -3.90274 -3.37659 2.16244

Summary:
HOMO energy (eV): -7.74
LUMO level (eV): -0.597
Kohn-Sham gap (hartree): 0.2625
Energy above the lowest of the compared OMol25 structures with the same formula, charge and spin (eV): 4.731
E_tot (Ha): -1845.2386

These are the Löwdin partial charges, in e, on atoms 1 to 6:
1. O -0.532
2. N 0.152
3. N 0.136
4. O 0.047
5. S 1.007
6. C -0.197

***

# 4
C5H5CsFLiO3 | ωB97M-V/def2-TZVPD

Cartesian coordinates (Å):
C: -3.10118 -0.00378 -0.29980
C: -2.16311 -1.01109 -0.12548
O: -0.03932 -1.95123 -0.50508
C: -0.74912 -0.91187 -0.38458
O: -2.90524 1.20340 -0.65278
H: -4.15622 -0.33766 -0.22831
H: -2.53355 -2.00153 0.13947
C: 3.24240 0.40281 0.37712
C: 2.11150 0.33079 1.13402
O: -0.15125 0.25583 -0.42165
Cs: -2.27193 2.98048 -1.43644
Li: 1.52420 -0.92894 -0.97798
F: 3.57461 1.59597 -0.18636
H: 4.08466 -0.28107 0.51616
H: 1.55234 1.24618 1.34138
H: 1.98122 -0.58831 1.71030

Summary:
HOMO energy (eV): -7.11
LUMO level (eV): -0.159
Kohn-Sham gap (hartree): 0.2556
Energy above the lowest of the compared OMol25 structures with the same formula, charge and spin (eV): 1.497
E_tot (Ha): -546.7362

These are the Löwdin partial charges, in e, on atoms 1 to 6:
1. C -0.338
2. C -0.051
3. O -0.153
4. C -0.707
5. O -0.879
6. H 0.105

***

> The lowest energy above the lowest of the compared OMol25 structures with the same formula, charge and spin belongs to which entry?

C6H24F2N12O6Y